A) {"formula": "C6H8N2", "method": "the ωB97M-V functional and the def2-TZVPD basis", "species": ["N", "N", "C", "C", "C", "C", "C", "C", "H", "H", "H", "H", "H", "H", "H", "H"], "positions_angstrom": [[0.61, -2.90, 0.63], [0.27, -1.70, 0.91], [2.52, 1.55, 0.37], [-1.96, 0.09, -0.63], [1.71, 0.27, 0.48], [-2.83, 1.24, -0.93], [1.08, -0.72, 0.54], [-1.41, -0.92, -0.23], [3.21, 1.69, 1.30], [3.13, 1.29, -0.50], [0.01, -3.62, 1.05], [-3.30, 1.52, -0.05], [1.96, 2.43, 0.18], [-3.45, 0.92, -1.70], [-2.22, 2.06, -1.05], [0.67, -3.19, -0.39]], "nbo_charge": [-0.503, -0.089, -0.672, -0.164, 0.042, -0.676, 0.079, -0.143, 0.238, 0.238, 0.369, 0.226, 0.239, 0.233, 0.225, 0.358], "orbital_gap_ev": [7.6, 7.7], "homo_ha": [-0.31196, -0.31209]}


B) {"formula": "C6H8N2", "method": "the ωB97M-V functional and the def2-TZVPD basis", "species": ["N", "N", "C", "C", "C", "C", "C", "C", "H", "H", "H", "H", "H", "H", "H", "H"], "positions_angstrom": [[0.41, 1.88, -0.08], [-0.81, 0.26, 0.73], [-0.08, -0.91, 0.80], [0.67, -0.29, -1.43], [0.74, 1.25, -1.17], [-0.24, 1.38, 0.93], [-1.46, -0.96, 1.38], [0.40, -1.32, -0.64], [0.65, -1.04, 1.62], [-2.22, -1.39, 0.60], [0.92, -0.39, -2.55], [-0.36, 2.08, 1.75], [0.42, -2.40, -0.99], [1.91, 1.34, -1.31], [-1.38, -1.32, 2.52], [0.43, 1.82, -2.16]], "nbo_charge": [-0.469, -0.453, -0.076, -0.175, -0.268, 0.283, -0.251, -0.270, 0.186, 0.234, 0.207, 0.184, 0.219, 0.209, 0.224, 0.215], "orbital_gap_ev": 9.1, "smiles": "C1=C[C@@H]2CN2C=NC1", "homo_ha": -0.30040}


It comes down to B), which is 82.0 kcal/mol more stable than the next structure.